A structure of composition C7H12. Source: the OMol25 dataset; level of theory: wB97M-V/def2-TZVPD.

**Spin multiplicity**: 1
**HOMO-LUMO gap (spin up / spin down)**: 8.45 / 7.05 eV

Structure (XYZ):
```
19
C7H12 | the OMol25 dataset | wB97M-V/def2-TZVPD
C 2.42 0.47 0.06
C -2.42 -0.35 0.09
C -1.03 0.19 0.05
C -0.07 0.49 1.11
C 1.73 -0.83 -0.19
C 0.90 0.34 -0.14
C -0.21 0.80 -1.07
H -0.34 1.88 -1.20
H -0.28 0.30 -2.04
H 0.40 -1.87 0.31
H 1.93 -1.31 -1.15
H -2.59 -0.95 0.99
H 0.03 1.53 1.47
H 3.04 0.91 -0.72
H -3.14 0.48 0.08
H -2.63 -0.96 -0.79
H -0.41 -1.73 0.18
H 2.66 0.82 1.06
H 0.01 -0.21 1.94
```

---

A cluster of 2 separate species, C7H12 in total. Source: the OMol25 dataset; level of theory: wB97M-V/def2-TZVPD.

**SMILES**: C/C=C1/C=CCC1.[H][H]
**Spin multiplicity**: 1
**HOMO-LUMO gap**: 8.89 eV

Structure (XYZ):
```
19
C7H12 | the OMol25 dataset | wB97M-V/def2-TZVPD
C -1.51 -0.78 -0.21
C 0.10 0.45 -1.37
C 0.83 -0.43 0.76
C 0.93 1.36 -0.87
C -2.25 -0.60 1.08
C 1.40 0.99 0.54
C -0.21 -0.53 -0.33
H 1.21 2.27 -1.37
H -1.61 -0.07 1.79
H -0.45 0.48 -2.31
H -3.09 0.07 0.85
H -2.10 -0.77 -1.12
H 0.97 1.69 1.27
H 0.41 -0.60 1.75
H 1.80 -1.28 -1.59
H 2.48 1.04 0.65
H 2.09 -0.60 -1.69
H -2.64 -1.51 1.53
H 1.62 -1.18 0.64
```

---

An isolated molecule of C7H12. Source: the OMol25 dataset; level of theory: wB97M-V/def2-TZVPD.

**SMILES**: CC[C@H]1C[C@H]2C[C@@H]12
**Spin multiplicity**: 1
**HOMO-LUMO gap**: 9.68 eV

Structure (XYZ):
```
19
C7H12 | the OMol25 dataset | wB97M-V/def2-TZVPD
C -0.41 0.51 0.23
C -0.83 -1.27 1.41
C -1.18 -0.83 -0.02
C 0.17 1.32 -2.10
C 0.81 -1.19 1.50
C -0.02 0.00 1.63
C 0.71 0.89 -0.74
H -1.11 1.35 0.32
H 1.30 1.71 -0.30
H 1.36 -1.46 0.62
H -0.75 -1.50 -0.78
H 1.40 0.05 -0.88
H 0.04 0.60 2.52
H -0.49 2.19 -2.01
H -0.42 0.52 -2.57
H 1.22 -1.55 2.44
H 0.98 1.58 -2.79
H -2.24 -0.68 -0.25
H -0.53 -2.24 1.76
```

---

A cluster of 2 separate species, C7H12 in total. Source: the OMol25 dataset; level of theory: wB97M-V/def2-TZVPD.

**Spin multiplicity**: 1
**HOMO-LUMO gap**: 6.65 eV

Structure (XYZ):
```
19
C7H12 | the OMol25 dataset | wB97M-V/def2-TZVPD
C 1.48 1.63 0.60
C -3.04 -0.50 -0.05
C 1.07 -0.89 0.39
C -1.79 0.05 -0.40
C 1.76 -1.41 -0.88
C 0.59 0.51 0.35
C -0.76 0.76 0.15
H 1.01 -1.81 -1.56
H 2.47 1.59 0.07
H 0.99 2.58 0.33
H -3.63 -0.21 0.83
H 1.68 -1.09 1.27
H -0.33 0.06 -1.69
H 2.45 -0.81 -1.48
H 1.70 1.73 1.69
H 0.14 -1.47 0.54
H -3.64 -0.91 -0.86
H 2.32 -2.29 -0.52
H -1.01 1.82 0.38
```

---

An isolated molecule of C7H12. Source: the OMol25 dataset; level of theory: wB97M-V/def2-TZVPD.

**SMILES**: C[C@@H]1C=CC[C@@H]1C
**Spin multiplicity**: 1
**HOMO-LUMO gap**: 10.24 eV

Structure (XYZ):
```
19
C7H12 | the OMol25 dataset | wB97M-V/def2-TZVPD
C -1.74 0.14 -0.24
C 0.81 0.28 -0.40
C -0.30 -1.77 0.02
C -0.46 -0.51 -0.79
C 0.74 1.77 -0.68
C 1.03 -0.14 1.08
C 0.38 -1.51 1.13
H 0.44 -2.16 1.99
H 1.68 2.27 -0.40
H -2.56 -0.58 -0.22
H -0.07 2.25 -0.13
H 1.64 -0.15 -0.97
H -2.06 1.03 -0.79
H 0.58 0.58 1.78
H 0.57 1.95 -1.75
H -1.56 0.44 0.81
H -0.84 -2.69 -0.21
H 2.09 -0.21 1.34
H -0.53 -0.66 -1.88
```

---

A cluster of 2 separate species, C7H12 in total. Source: the OMol25 dataset; level of theory: wB97M-V/def2-TZVPD.

**Spin multiplicity**: 1
**HOMO-LUMO gap (spin up / spin down)**: 7.37 / 9.74 eV

Structure (XYZ):
```
19
C7H12 | the OMol25 dataset | wB97M-V/def2-TZVPD
C 0.31 -0.67 -1.21
C -2.17 -0.07 -0.85
C -0.69 0.02 -0.29
C 2.52 -0.28 0.16
C 1.61 -0.53 -0.58
C -3.03 0.58 0.11
C 3.35 0.14 1.27
H -3.46 1.55 -0.09
H -2.38 -1.15 -0.96
H 3.92 -0.70 1.69
H -3.38 0.04 0.99
H -0.32 1.29 2.20
H -0.71 -0.43 0.71
H -2.19 0.40 -1.84
H 0.29 -0.19 -2.20
H 0.05 -1.72 -1.33
H 2.61 0.56 2.00
H 4.09 0.89 0.95
H -0.47 1.07 -0.14
```

---

An isolated molecule of C7H12. Source: the OMol25 dataset; level of theory: wB97M-V/def2-TZVPD.

**SMILES**: CC=C=CCCC
**Spin multiplicity**: 1
**HOMO-LUMO gap**: 9.75 eV

Structure (XYZ):
```
19
C7H12 | the OMol25 dataset | wB97M-V/def2-TZVPD
C 3.42 -0.74 0.88
C 0.50 0.45 -0.84
C -0.71 0.69 -0.06
C -1.92 -0.03 -0.60
C 1.63 0.10 -0.37
C -3.19 0.27 0.14
C 2.34 -0.87 -0.05
H -2.00 0.21 -1.67
H 3.58 0.31 1.13
H 0.59 0.74 -1.88
H -0.92 1.77 -0.09
H -0.59 0.44 1.00
H 2.09 -1.91 -0.37
H 4.27 -1.17 0.34
H 3.20 -1.21 1.83
H -4.05 -0.28 -0.27
H -3.14 0.02 1.20
H -3.45 1.34 0.08
H -1.70 -1.11 -0.55
```

---

An isolated molecule of C7H12. Source: the OMol25 dataset; level of theory: wB97M-V/def2-TZVPD.

**SMILES**: C=C/C=C/CCC
**Spin multiplicity**: 1
**HOMO-LUMO gap**: 9.16 eV

Structure (XYZ):
```
19
C7H12 | the OMol25 dataset | wB97M-V/def2-TZVPD
C -1.82 2.72 0.58
C 2.00 -3.44 -1.31
C 1.76 -2.34 -0.56
C 0.67 -1.37 -0.68
C 0.50 -0.25 0.03
C -0.78 0.46 0.34
C -0.54 1.91 0.71
H -1.32 0.06 1.21
H -1.37 0.43 -0.59
H 2.28 -2.17 0.38
H -1.91 3.71 1.04
H -0.38 2.00 1.82
H 0.30 2.44 0.26
H -2.72 2.18 0.88
H 2.98 -3.82 -1.09
H -0.13 -1.56 -1.39
H 1.11 -3.88 -1.76
H 1.37 0.01 0.63
H -2.00 2.92 -0.49
```

---

An isolated molecule of C7H12. Source: the OMol25 dataset; level of theory: wB97M-V/def2-TZVPD.

**SMILES**: C=CC(=C)CCC
**Spin multiplicity**: 1
**HOMO-LUMO gap**: 9.25 eV

Structure (XYZ):
```
19
C7H12 | the OMol25 dataset | wB97M-V/def2-TZVPD
C 1.16 -0.06 -0.03
C 0.46 -2.49 -0.06
C 0.17 -1.19 -0.26
C -0.01 1.46 1.69
C 0.60 1.25 0.24
C -0.89 -0.93 -1.27
C -1.73 0.19 -1.21
H 1.26 2.09 -0.20
H -2.04 0.68 -0.29
H 1.87 -0.30 0.79
H -0.24 1.47 -0.49
H -2.25 0.60 -2.06
H -0.24 -3.21 -0.41
H -0.53 2.40 1.61
H -0.54 0.64 2.13
H 1.85 -0.05 -0.97
H 1.38 -2.67 0.49
H -1.07 -1.60 -2.08
H 0.79 1.71 2.39
```

---

An isolated molecule of C7H12. Source: the OMol25 dataset; level of theory: wB97M-V/def2-TZVPD.

**SMILES**: CC1CC2(CC2)C1
**Spin multiplicity**: 1
**HOMO-LUMO gap**: 10.91 eV

Structure (XYZ):
```
19
C7H12 | the OMol25 dataset | wB97M-V/def2-TZVPD
C 0.20 1.28 0.25
C -1.06 0.41 0.00
C 1.08 0.00 0.17
C -0.51 -1.99 1.06
C -0.27 -2.21 -0.41
C 0.50 2.37 -0.77
C -0.20 -0.83 0.17
H 0.44 1.97 -1.79
H -1.87 0.53 0.73
H -1.10 -2.51 -1.05
H 0.22 -2.34 1.78
H -1.48 0.55 -1.01
H -1.55 -2.05 1.41
H 0.21 1.69 1.26
H 1.61 -0.07 -0.79
H 1.51 2.78 -0.63
H -0.21 3.20 -0.69
H 0.70 -2.61 -0.68
H 1.79 -0.17 0.98
```

---

A structure of composition C7H12. Source: the OMol25 dataset; level of theory: wB97M-V/def2-TZVPD.

**Spin multiplicity**: 1
**HOMO-LUMO gap**: 10.17 eV

Structure (XYZ):
```
19
C7H12 | the OMol25 dataset | wB97M-V/def2-TZVPD
C -0.21 -1.31 0.91
C -0.21 1.07 1.19
C 0.59 -0.14 1.49
C -0.89 -0.85 -0.40
C -0.25 -0.02 -1.49
C -1.14 0.62 -0.45
C 1.21 0.38 -1.58
H -1.08 -1.49 1.55
H -1.14 1.08 1.74
H 1.67 -0.18 1.26
H 1.87 -0.47 -1.80
H -1.64 -1.58 -0.72
H 1.33 1.12 -2.38
H -0.66 -0.26 -2.48
H 1.55 0.86 -0.66
H 0.45 0.44 2.57
H -2.15 0.98 -0.76
H 0.37 1.99 1.23
H 0.34 -2.25 0.78
```

---

An isolated molecule of C7H12. Source: the OMol25 dataset; level of theory: wB97M-V/def2-TZVPD.

**SMILES**: C=C(C)C(=C)CC
**Spin multiplicity**: 1
**HOMO-LUMO gap**: 9.62 eV

Structure (XYZ):
```
19
C7H12 | the OMol25 dataset | wB97M-V/def2-TZVPD
C 0.11 -2.29 0.94
C 0.32 0.20 0.54
C -1.06 2.07 -0.44
C 1.55 0.60 0.94
C 0.20 -1.25 0.06
C -0.95 0.97 0.68
C 0.26 -1.38 -1.41
H 0.52 -2.36 -1.81
H 1.82 1.63 0.78
H 2.29 -0.17 1.17
H -2.09 2.33 -0.71
H -0.62 -1.00 -1.92
H 1.08 -0.72 -1.74
H -1.12 1.52 1.59
H -1.81 0.32 0.50
H -0.45 2.03 -1.35
H 0.69 -2.29 1.85
H -0.61 2.98 0.00
H -0.12 -3.17 0.34
```

---

An isolated molecule of C7H12. Source: the OMol25 dataset; level of theory: wB97M-V/def2-TZVPD.

**SMILES**: C=C/C(=C/C)CC
**Spin multiplicity**: 1
**HOMO-LUMO gap**: 7.90 eV

Structure (XYZ):
```
19
C7H12 | the OMol25 dataset | wB97M-V/def2-TZVPD
C -0.07 2.62 0.06
C 0.32 -1.66 1.61
C -0.73 -0.90 0.88
C -0.44 0.15 0.00
C 0.55 -1.07 -1.96
C 0.52 1.24 0.33
C -0.49 -0.63 -1.25
H -0.07 -2.45 2.25
H -0.44 2.71 -0.96
H 0.96 -1.02 2.22
H -1.50 -0.90 -1.55
H 0.37 -1.69 -2.83
H 0.94 -2.12 0.84
H 0.66 3.40 0.23
H -1.74 -1.29 0.86
H -0.91 2.79 0.74
H 1.42 1.13 -0.30
H 1.50 -0.56 -1.86
H 0.86 1.17 1.36
```

---

An isolated molecule of C7H12. Source: the OMol25 dataset; level of theory: wB97M-V/def2-TZVPD.

**Spin multiplicity**: 1
**HOMO-LUMO gap**: 7.55 eV

Structure (XYZ):
```
19
C7H12 | the OMol25 dataset | wB97M-V/def2-TZVPD
C 1.89 0.20 0.83
C -0.59 0.75 -0.67
C 1.76 -0.21 -0.54
C 2.97 -0.53 1.55
C -1.74 -0.24 -0.44
C -3.01 0.45 0.05
C 0.61 0.04 -1.22
H -0.91 1.50 -1.41
H 0.49 -0.39 -2.22
H -1.41 -0.99 0.29
H -3.81 -0.28 0.21
H -1.95 -0.77 -1.37
H 3.59 -1.25 0.98
H 2.48 -1.07 2.37
H -3.38 1.18 -0.68
H 2.53 -0.80 -1.05
H 3.62 0.20 2.05
H -0.31 1.23 0.27
H -2.84 0.97 1.00
```

---

A structure of composition C7H12. Source: the OMol25 dataset; level of theory: wB97M-V/def2-TZVPD.

**Spin multiplicity**: 1
**HOMO-LUMO gap**: 8.93 eV

Structure (XYZ):
```
19
C7H12 | the OMol25 dataset | wB97M-V/def2-TZVPD
C -0.81 -0.16 -2.47
C -0.80 -0.02 0.04
C -0.07 0.18 1.34
C 1.24 0.93 1.55
C -0.11 -1.21 0.58
C 1.78 -0.43 1.74
C -0.30 0.60 -1.25
H -1.88 0.00 0.16
H -0.45 -1.20 -2.45
H -0.70 0.17 2.22
H 1.60 1.47 0.67
H -0.47 0.30 -3.40
H -1.90 -0.19 -2.49
H 0.75 -1.58 0.03
H 1.47 -0.74 2.76
H 0.80 0.61 -1.25
H -0.62 1.65 -1.30
H 1.14 1.61 2.41
H -0.67 -1.98 1.10
```

---

A structure of composition C7H12AgBr6O3. Source: the OMol25 dataset; level of theory: wB97M-V/def2-TZVPD.

**Total charge**: -1
**Spin multiplicity**: 1
**HOMO-LUMO gap**: 5.63 eV

Structure (XYZ):
```
29
C7H12AgBr6O3 | the OMol25 dataset | wB97M-V/def2-TZVPD
Ag -0.60 0.22 -1.01
Br -1.05 -1.80 -2.65
Br 2.06 1.30 -1.65
Br 0.61 -1.36 4.25
Br 1.26 -1.31 0.74
Br 2.38 5.56 -0.07
Br -1.66 -6.02 -0.94
O -3.03 1.39 1.88
O -1.28 1.84 0.53
O -2.15 -0.25 0.60
C -2.19 0.99 1.02
C 1.78 3.72 -0.32
C -1.00 -3.74 -2.43
C 0.94 0.23 1.86
C -1.89 -4.10 -1.27
C -0.02 -0.05 2.96
C 2.42 3.20 -1.58
H 0.03 -4.00 -2.25
H 0.70 3.70 -0.38
H 2.11 3.20 0.57
H -0.30 0.85 3.50
H 1.89 0.63 2.22
H -1.70 -3.51 -0.38
H -1.36 -4.19 -3.34
H 0.48 0.98 1.20
H 1.95 3.62 -2.47
H -0.97 -0.43 2.57
H -2.94 -4.02 -1.52
H 3.49 3.35 -1.62
```

---

A structure of composition C7H12Br12O3S. Source: the OMol25 dataset; level of theory: wB97M-V/def2-TZVPD.

**Spin multiplicity**: 1
**HOMO-LUMO gap**: 8.93 eV

Structure (XYZ):
```
35
C7H12Br12O3S | the OMol25 dataset | wB97M-V/def2-TZVPD
Br 0.45 6.88 -2.59
Br -1.33 0.93 1.81
Br -0.83 0.54 -1.63
Br 0.97 2.54 0.34
Br 4.69 -0.73 2.97
Br -1.85 3.93 4.24
Br 1.57 -1.36 2.32
Br -2.05 6.25 2.03
Br -1.32 4.32 -1.69
Br 1.93 3.88 -2.57
Br 2.69 -1.76 5.37
Br 0.88 5.03 2.59
S 0.40 -3.72 -1.73
O -0.62 -4.59 -2.36
O 1.62 -4.35 -1.31
O -0.27 -2.78 -0.55
C 0.77 -2.37 -2.84
C -1.54 -3.12 -0.03
C -1.01 4.57 2.52
C 3.08 -1.86 3.42
C -0.07 0.84 0.21
C 0.50 5.08 -1.72
C -2.63 -2.87 -1.09
H 0.89 5.31 -0.72
H -1.73 -2.42 0.79
H -1.70 -4.16 0.24
H -1.12 3.75 1.81
H 0.79 -1.40 -2.35
H 0.65 0.03 0.35
H 1.72 -2.68 -3.30
H -3.64 -2.82 -0.68
H 3.42 -2.87 3.18
H -0.05 -2.40 -3.56
H -2.85 -3.68 -1.79
H -2.42 -1.97 -1.67
```

---

A cluster of 2 separate species, C7H12Cl2O3P in total. Source: the OMol25 dataset; level of theory: wB97M-V/def2-TZVPD.

**Total charge**: -1
**Spin multiplicity**: 1
**HOMO-LUMO gap**: 6.16 eV

Structure (XYZ):
```
25
C7H12Cl2O3P | the OMol25 dataset | wB97M-V/def2-TZVPD
Cl 3.30 1.68 1.24
Cl 4.68 2.36 -1.16
P -0.46 0.19 0.86
O 1.10 0.59 -1.50
O 1.76 -1.43 -2.13
O 2.77 -0.44 -0.42
C 2.23 0.47 0.55
C -1.99 1.26 0.82
C 0.92 0.98 -0.12
C -0.08 -2.61 0.71
C -0.96 -1.44 0.13
C -2.61 1.37 -0.62
C 1.88 -0.53 -1.43
H -2.73 0.84 1.51
H -1.99 -1.63 0.49
H 0.91 2.07 -0.19
H 1.90 -0.10 1.42
H -1.67 2.24 1.20
H -3.68 1.14 -0.57
H -1.01 -1.47 -0.96
H -0.72 -3.49 0.80
H -2.13 0.67 -1.30
H -2.46 2.37 -1.04
H 0.76 -2.79 0.03
H 0.28 -2.30 1.69
```

---

A structure of composition C7H12ClIO3PRe. Source: the OMol25 dataset; level of theory: wB97M-V/def2-TZVPD.

**Total charge**: +3
**Spin multiplicity**: 4
**HOMO-LUMO gap (spin up / spin down)**: 8.31 / 6.82 eV

Structure (XYZ):
```
26
C7H12ClIO3PRe | the OMol25 dataset | wB97M-V/def2-TZVPD
Re -1.19 -0.22 0.05
I 4.49 0.55 -0.87
Cl -3.34 0.64 -0.19
P -0.41 0.64 -2.09
O 1.50 0.51 1.35
O -1.85 -1.24 2.93
O 3.62 -2.23 -1.73
C -0.47 -2.05 -0.51
C 3.65 -1.14 -1.28
C 0.44 0.33 0.88
C 1.23 1.13 -2.75
C -0.93 -0.43 -3.49
C -1.63 -0.87 1.84
C -1.32 2.20 -2.40
H -0.86 3.00 -1.80
H -0.25 -1.28 -3.57
H 1.88 0.28 -3.03
H 1.78 1.78 -2.05
H -0.91 0.16 -4.41
H -0.52 -2.18 -1.59
H -1.97 -0.79 -3.31
H -0.93 -2.95 -0.06
H -2.36 2.07 -2.10
H 1.01 1.68 -3.68
H -1.25 2.45 -3.46
H 0.61 -2.03 -0.25
```

---

A cluster of 2 separate species, C7H12ClN2 in total. Source: the OMol25 dataset; level of theory: wB97M-V/def2-TZVPD.

**Total charge**: +1
**Spin multiplicity**: 1
**HOMO-LUMO gap (spin up / spin down)**: 6.50 / 6.50 eV

Structure (XYZ):
```
22
C7H12ClN2 | the OMol25 dataset | wB97M-V/def2-TZVPD
Cl -0.04 -3.60 -0.39
N 3.22 -0.40 -1.34
N -2.54 1.10 0.31
C -0.58 2.01 1.35
C 2.77 0.03 -0.17
C -1.29 0.98 0.58
C 0.57 -0.98 0.01
C -1.68 -1.53 -0.98
C -0.31 -1.81 -0.41
C 1.57 -0.28 0.52
H 4.07 -0.08 -1.76
H -0.87 1.90 2.43
H -2.08 -2.07 -1.82
H -3.07 1.97 0.50
H 3.59 0.62 0.38
H -3.12 0.33 0.07
H 0.54 1.99 1.26
H 1.43 0.27 1.49
H -2.36 -1.74 -0.09
H -0.96 3.02 1.20
H -1.55 -0.51 -1.25
H 2.70 -1.19 -1.89
```